1.
ORCA calculation (ωB97M-V/def2-TZVPD) on a structure of composition C6H21N10O8Ti at a distorted geometry.

Last column: natural (NBO) charge in e.
Atoms and positions in Å:
Ti (0.5319, 0.3959, 0.6086)  0.907
O (1.5414, 2.1054, 4.1819)  -0.696
C (1.0910, 1.5017, 3.0631)  0.943
O (1.0111, 0.2615, 3.0985)  -0.813
O (0.6524, 2.1178, 2.0824)  -0.790
H (1.6249, 1.2960, 4.7080)  0.492
C (-2.2984, 0.5629, -1.2827)  0.792
O (-1.8662, 0.6681, -0.1488)  -0.682
N (-1.6083, 0.1639, -2.4015)  -0.862
N (-3.6233, 0.6055, -1.5458)  -0.834
H (-0.7052, -0.2782, -2.3189)  0.432
H (-2.0521, 0.0762, -3.2980)  0.388
H (-3.7549, -0.0211, -2.3198)  0.378
H (-4.2415, 0.6892, -0.7504)  0.444
C (0.8964, 2.6330, -2.0039)  0.782
O (0.9242, 1.8510, -1.0453)  -0.728
N (-0.2195, 2.8347, -2.6896)  -0.818
N (1.9975, 3.2334, -2.5297)  -0.837
H (-0.0906, 3.5795, -3.3542)  0.380
H (-1.0446, 2.2851, -2.5336)  0.433
H (1.8943, 3.6414, -3.4406)  0.386
H (2.8938, 3.1698, -2.0823)  0.418
C (3.6759, 0.2403, -0.2738)  0.733
O (2.5857, -0.3378, -0.2861)  -0.735
N (4.8177, -0.4636, -0.0830)  -0.873
N (3.8104, 1.5580, -0.2241)  -0.849
H (5.6997, -0.1404, -0.4352)  0.393
H (4.7095, -1.3045, 0.4611)  0.398
H (2.9618, 2.0902, -0.0604)  0.420
H (4.6655, 2.0542, -0.0418)  0.390
C (-0.0361, -2.9373, -0.2389)  0.773
O (-0.4935, -1.8230, -0.5797)  -0.723
N (1.2693, -3.0778, -0.1527)  -0.816
N (-0.7568, -4.0256, 0.0322)  -0.837
H (1.7689, -3.9025, 0.1390)  0.385
H (1.9270, -2.3695, -0.4509)  0.435
H (-1.7451, -3.8541, 0.1392)  0.410
H (-0.4396, -4.8751, -0.4032)  0.396
C (-3.8830, -0.9684, 2.0388)  0.781
O (-4.6712, -0.3791, 1.3162)  -0.697
N (-4.0831, -2.1802, 2.6427)  -0.862
N (-2.5807, -0.6560, 2.1827)  -0.836
H (-3.4069, -2.5879, 3.2560)  0.388
H (-5.0821, -2.1931, 2.8273)  0.393
H (-2.2847, 0.0160, 1.4844)  0.430
H (-1.9827, -1.2553, 2.7126)  0.389

Spin multiplicity: 4
Calculated total energy: -2240.33093 Ha
E_HOMO (spin up / spin down): -2.438 / -8.348 eV
LUMO level (spin up / spin down): 0.3 / 0.2 eV

***

2.
ORCA calculation (ωB97M-V/def2-TZVPD) on a cluster of 3 separate species, C6H14O2 in total at a distorted geometry.

Last column: natural (NBO) charge in e.
Atoms and positions in Å:
C (-1.2691, 2.7548, 0.3628)  -0.384
C (-0.1931, 1.9928, 0.5078)  -0.187
C (-0.2062, 0.5532, 0.2197)  -0.202
C (0.8293, -0.2671, 0.0485)  -0.196
C (0.8198, -1.7413, 0.1671)  -0.431
C (0.9499, -2.5872, -1.1352)  -0.588
H (-2.1941, 2.3857, -0.0553)  0.190
H (-1.2450, 3.7455, 0.8007)  0.198
H (0.7759, 2.3739, 0.8037)  0.205
H (-1.1463, 0.0298, 0.4040)  0.187
H (1.8029, 0.1756, -0.1433)  0.189
H (1.6052, -2.0929, 0.8432)  0.205
H (-0.1085, -2.1205, 0.6069)  0.197
H (0.1391, -2.3120, -1.8101)  0.192
H (0.7881, -3.6150, -0.8194)  0.209
H (1.9116, -2.4278, -1.6170)  0.206
O (-0.0150, 1.0534, 3.0468)  -0.932
H (0.6380, 0.3470, 3.0687)  0.471
H (-0.6542, 0.8109, 3.7272)  0.471
O (-0.8508, 0.5687, -3.2193)  -0.932
H (-0.5657, -0.1497, -2.6439)  0.469
H (-1.8119, 0.5223, -3.1637)  0.464

SMILES string: C=C/C=C/CC.O.O
Spin multiplicity: 1
Calculated total energy: -387.42574 Ha
E_HOMO: -8.507 eV
LUMO level: 0.7 eV

***

3.
ORCA calculation (ωB97M-V/def2-TZVPD) on a structure of composition C42H41FN7O6SV at a distorted geometry.

Last column: Mulliken charge in e.
Atoms and positions in Å:
V (0.4432, -0.4978, 0.2835)  0.477
O (0.1515, 0.5335, 3.8622)  -0.638
C (0.9056, 0.1091, 3.0447)  0.391
O (0.4717, -0.6581, 1.9848)  -0.361
C (2.3820, 0.2960, 3.0975)  0.352
C (2.8939, 0.6076, 4.3647)  -0.758
C (4.2467, 0.7587, 4.5752)  -0.654
C (5.1142, 0.6063, 3.4929)  -0.573
C (4.6242, 0.3204, 2.2344)  -0.996
C (3.2478, 0.1613, 1.9921)  0.930
S (2.7942, -0.1310, 0.3095)  -0.484
H (2.1863, 0.7265, 5.1774)  0.444
H (4.6266, 0.9922, 5.5633)  0.391
H (6.1842, 0.7179, 3.6356)  0.392
H (5.3021, 0.2223, 1.3943)  0.431
C (-6.0220, 3.3887, -0.1842)  -2.025
C (-4.6897, 3.9673, 0.3005)  2.138
C (-4.0156, 4.7173, -0.8606)  -1.471
C (-4.9739, 4.9519, 1.4458)  -1.837
C (-3.7344, 2.8697, 0.7653)  0.800
C (-2.6728, 3.1616, 1.6194)  -0.801
C (-1.7805, 2.1681, 1.9751)  -0.871
N (-1.8783, 0.9132, 1.5393)  0.059
C (-2.8874, 0.6178, 0.7395)  0.044
C (-3.8332, 1.5526, 0.3231)  -0.496
C (-2.9369, -0.8011, 0.2619)  -0.647
C (-4.1422, -1.4916, 0.3306)  -0.827
C (-4.2574, -2.7899, -0.1497)  1.179
C (-3.1122, -3.3235, -0.7248)  -1.180
C (-1.9449, -2.5893, -0.7432)  -1.493
N (-1.8117, -1.3493, -0.2433)  0.307
C (-5.5846, -3.5449, -0.1135)  2.211
C (-6.3985, -3.1595, 1.1282)  -1.828
C (-6.3743, -3.1600, -1.3751)  -1.591
C (-5.3584, -5.0618, -0.1060)  -1.847
H (-6.7091, 4.2071, -0.4122)  0.449
H (-6.4862, 2.7583, 0.5812)  0.431
H (-5.9057, 2.7985, -1.0972)  0.337
H (-4.6813, 5.4987, -1.2444)  0.479
H (-3.7771, 4.0329, -1.6796)  0.339
H (-3.0808, 5.1845, -0.5379)  0.123
H (-5.7678, 5.6427, 1.1498)  0.456
H (-4.0959, 5.5518, 1.6962)  0.309
H (-5.2972, 4.4261, 2.3487)  0.405
H (-2.5213, 4.1633, 2.0031)  0.281
H (-0.9468, 2.3777, 2.6405)  0.425
H (-4.6051, 1.2490, -0.3752)  0.531
H (-4.9854, -0.9935, 0.7922)  0.584
H (-3.1018, -4.3126, -1.1642)  0.307
H (-1.0802, -3.0099, -1.2315)  0.978
H (-6.8112, -2.1508, 1.0507)  0.334
H (-5.7916, -3.2127, 2.0367)  0.401
H (-7.2401, -3.8472, 1.2410)  0.462
H (-6.5335, -2.0803, -1.4204)  0.342
H (-7.3521, -3.6520, -1.3716)  0.418
H (-5.8400, -3.4639, -2.2787)  0.378
H (-4.7120, -5.3638, 0.7251)  0.398
H (-4.9091, -5.4139, -1.0381)  0.319
H (-6.3178, -5.5731, 0.0062)  0.470
F (3.3483, 5.0227, 1.2367)  -0.333
C (2.2797, 4.9427, 0.4455)  0.356
C (2.1331, 3.9463, -0.4150)  -0.038
N (1.0426, 3.8576, -1.2753)  0.165
C (0.8203, 2.6232, -2.0075)  -1.842
C (0.5009, 1.4689, -1.0964)  1.591
O (0.4179, 0.2769, -1.5983)  -0.406
O (0.3630, 1.6385, 0.1311)  -0.163
C (-0.0124, 4.7499, -1.1902)  0.468
O (-1.0363, 4.6534, -1.8441)  -0.615
N (0.2024, 5.7865, -0.3045)  -0.009
C (1.2767, 5.9859, 0.5730)  0.228
O (1.3074, 6.9295, 1.3284)  -0.628
H (2.8649, 3.1501, -0.4735)  0.411
H (1.7034, 2.3704, -2.5907)  0.300
H (-0.0144, 2.7824, -2.6805)  0.480
H (-0.5379, 6.4653, -0.2535)  0.252
C (1.7740, -4.5424, 0.7324)  -1.132
C (1.1385, -3.3401, 0.9623)  -0.505
N (0.9718, -2.4296, -0.0063)  1.045
C (1.3984, -2.7327, -1.2397)  -0.614
C (2.0279, -3.9194, -1.5631)  0.437
C (2.2424, -4.8274, -0.5371)  -0.328
C (2.5257, -4.2109, -2.9250)  -0.932
C (2.0230, -3.9194, -4.1201)  -0.775
C (0.7329, -3.3001, -4.5069)  1.160
C (0.4367, -3.1638, -5.8545)  -0.818
C (-0.7813, -2.6056, -6.1928)  -0.215
N (-1.6635, -2.1995, -5.2794)  -0.610
C (-1.2877, -2.3738, -4.0134)  -0.284
N (-0.1438, -2.9043, -3.5817)  -0.210
H (1.9103, -5.2383, 1.5512)  0.426
H (0.7735, -3.0714, 1.9399)  0.599
H (1.2420, -1.9783, -1.9971)  0.930
H (2.7640, -5.7581, -0.7374)  0.473
H (3.4641, -4.7597, -2.9376)  0.380
H (2.6229, -4.2279, -4.9704)  0.282
H (1.1385, -3.4843, -6.6141)  0.368
H (-1.0664, -2.4758, -7.2313)  0.404
H (-1.9880, -2.0468, -3.2482)  0.581

Spin multiplicity: 1
Calculated total energy: -3902.02780 Ha
E_HOMO (spin up / spin down): -6.834 / -6.835 eV
LUMO level (spin up / spin down): -0.6 / -0.6 eV

***

4.
ORCA calculation (ωB97M-V/def2-TZVPD) on a cluster of 2 separate species, CH12OSi4 in total at a distorted geometry.

Last column: natural (NBO) charge in e.
Atoms and positions in Å:
C (0.0703, 0.9352, 2.3543)  -0.231
O (-0.6134, 0.0683, 1.6152)  -0.900
Si (-1.7037, -1.9329, -0.3028)  0.340
Si (-0.7552, 1.7812, -1.3111)  0.281
Si (2.4409, -0.9447, -0.7761)  0.492
Si (-0.5909, -0.0102, -0.0562)  0.652
H (-0.2309, 2.0484, 2.1212)  0.144
H (1.1287, 0.8576, 2.1537)  0.169
H (-0.0444, 0.9888, 3.5206)  0.187
H (-2.9130, -2.4116, 0.4604)  -0.105
H (-0.6404, -2.9916, -0.3223)  -0.119
H (-2.2008, -1.9262, -1.7286)  -0.142
H (0.3951, 2.7202, -1.3493)  -0.111
H (-0.6181, 1.1420, -2.6661)  -0.107
H (-1.9098, 2.7350, -1.2442)  -0.114
H (2.5676, -2.3603, -0.7974)  -0.155
H (3.5040, -0.6055, 0.2167)  -0.143
H (2.1142, -0.0938, -1.8879)  -0.140

Spin multiplicity: 1
Calculated total energy: -1278.33644 Ha
E_HOMO: -7.623 eV
LUMO level: -0.6 eV

***

Question: Which formula does entry 1 have?
Answer: C6H21N10O8Ti

***

Repeat the first record exactly.
ORCA calculation (ωB97M-V/def2-TZVPD) on a structure of composition C6H21N10O8Ti at a distorted geometry.

Last column: natural (NBO) charge in e.
Atoms and positions in Å:
Ti (0.5319, 0.3959, 0.6086)  0.907
O (1.5414, 2.1054, 4.1819)  -0.696
C (1.0910, 1.5017, 3.0631)  0.943
O (1.0111, 0.2615, 3.0985)  -0.813
O (0.6524, 2.1178, 2.0824)  -0.790
H (1.6249, 1.2960, 4.7080)  0.492
C (-2.2984, 0.5629, -1.2827)  0.792
O (-1.8662, 0.6681, -0.1488)  -0.682
N (-1.6083, 0.1639, -2.4015)  -0.862
N (-3.6233, 0.6055, -1.5458)  -0.834
H (-0.7052, -0.2782, -2.3189)  0.432
H (-2.0521, 0.0762, -3.2980)  0.388
H (-3.7549, -0.0211, -2.3198)  0.378
H (-4.2415, 0.6892, -0.7504)  0.444
C (0.8964, 2.6330, -2.0039)  0.782
O (0.9242, 1.8510, -1.0453)  -0.728
N (-0.2195, 2.8347, -2.6896)  -0.818
N (1.9975, 3.2334, -2.5297)  -0.837
H (-0.0906, 3.5795, -3.3542)  0.380
H (-1.0446, 2.2851, -2.5336)  0.433
H (1.8943, 3.6414, -3.4406)  0.386
H (2.8938, 3.1698, -2.0823)  0.418
C (3.6759, 0.2403, -0.2738)  0.733
O (2.5857, -0.3378, -0.2861)  -0.735
N (4.8177, -0.4636, -0.0830)  -0.873
N (3.8104, 1.5580, -0.2241)  -0.849
H (5.6997, -0.1404, -0.4352)  0.393
H (4.7095, -1.3045, 0.4611)  0.398
H (2.9618, 2.0902, -0.0604)  0.420
H (4.6655, 2.0542, -0.0418)  0.390
C (-0.0361, -2.9373, -0.2389)  0.773
O (-0.4935, -1.8230, -0.5797)  -0.723
N (1.2693, -3.0778, -0.1527)  -0.816
N (-0.7568, -4.0256, 0.0322)  -0.837
H (1.7689, -3.9025, 0.1390)  0.385
H (1.9270, -2.3695, -0.4509)  0.435
H (-1.7451, -3.8541, 0.1392)  0.410
H (-0.4396, -4.8751, -0.4032)  0.396
C (-3.8830, -0.9684, 2.0388)  0.781
O (-4.6712, -0.3791, 1.3162)  -0.697
N (-4.0831, -2.1802, 2.6427)  -0.862
N (-2.5807, -0.6560, 2.1827)  -0.836
H (-3.4069, -2.5879, 3.2560)  0.388
H (-5.0821, -2.1931, 2.8273)  0.393
H (-2.2847, 0.0160, 1.4844)  0.430
H (-1.9827, -1.2553, 2.7126)  0.389

Spin multiplicity: 4
Calculated total energy: -2240.33093 Ha
E_HOMO (spin up / spin down): -2.438 / -8.348 eV
LUMO level (spin up / spin down): 0.3 / 0.2 eV

***

Question: Look up the calculated total energy of the second one.
Answer: -387.42574 Ha

***

Question: Which value of spin multiplicity does entry 2 give?
Answer: 1